No. 1
70
Properties=species:S:1:pos:R:3 method="wB97M-V/def2-TZVPD" spin_multiplicity=3 de_lowest_ev=0.977 e_homo_ev="-5.5 / -7.7" orbital_gap_ev="5.1990 / 7.1934"
Ti 0.264 0.340 -0.612
Br -5.058 5.375 -1.681
C -3.570 4.204 -1.723
C -2.975 3.905 -2.941
C -1.899 3.026 -2.960
C -1.427 2.447 -1.793
O -0.422 1.563 -1.839
C -1.999 2.792 -0.539
C -1.464 2.350 0.716
N -0.374 1.558 0.834
C 0.281 1.339 2.025
C -0.051 1.890 3.263
C 0.770 1.668 4.374
C 1.915 0.911 4.299
C 2.281 0.312 3.072
C 3.432 -0.483 2.902
C 3.706 -1.037 1.677
C 2.844 -0.799 0.613
N 1.756 -0.043 0.729
C 1.455 0.513 1.941
C -3.097 3.673 -0.544
H -3.341 4.352 -3.855
H -1.419 2.776 -3.898
H -1.933 2.733 1.614
H -0.934 2.502 3.374
H 0.502 2.130 5.316
H 2.542 0.767 5.169
H 4.090 -0.651 3.746
H 4.572 -1.666 1.529
H 3.017 -1.244 -0.358
H -3.559 3.939 0.398
C 4.072 0.378 -2.581
P 2.272 0.703 -2.545
C 2.244 2.418 -3.168
C 1.786 -0.242 -4.056
C 0.265 -0.345 -4.220
P -0.428 -1.157 -2.722
C -2.219 -0.965 -3.009
C -0.196 -2.924 -3.102
H 4.574 0.990 -1.831
H 4.478 0.618 -3.565
H 4.279 -0.668 -2.358
H 2.805 2.490 -4.101
H 2.696 3.077 -2.426
H 1.216 2.740 -3.324
H 2.212 -1.244 -3.945
H 2.263 0.221 -4.925
H -0.006 -0.893 -5.125
H -0.177 0.651 -4.276
H -2.451 -1.138 -4.062
H -2.540 0.038 -2.728
H -2.752 -1.687 -2.391
H -0.741 -3.196 -4.007
H -0.562 -3.504 -2.256
H 0.862 -3.151 -3.236
O -2.167 -3.153 6.693
C -2.005 -3.985 5.635
O -2.101 -5.169 5.796
C -1.720 -3.347 4.313
C -1.916 -4.115 3.169
C -1.669 -3.588 1.916
C -1.209 -2.277 1.770
S -0.937 -1.667 0.133
C -0.993 -1.515 2.920
C -1.251 -2.046 4.173
H -2.141 -2.236 6.401
H -2.264 -5.133 3.289
H -1.826 -4.189 1.029
H -0.618 -0.510 2.832
H -1.043 -1.426 5.040

No. 2
16
Properties=species:S:1:pos:R:3 method="wB97M-V/def2-TZVPD" de_lowest_ev=6.584 e_homo_ev=-8.3 orbital_gap_ev=9.2152
C 1.506 -0.648 0.868
C 0.374 -0.361 -0.023
C 0.559 0.642 -1.169
C -0.163 1.057 0.057
C -1.642 0.491 0.084
N -1.987 -0.527 -0.909
C -1.078 -0.879 0.153
H 1.372 -1.474 1.590
H 1.603 0.690 1.558
H 2.495 -0.706 0.419
H 1.584 0.991 -1.229
H 0.115 0.460 -2.156
H 0.601 1.459 1.076
H -2.449 0.918 0.664
H -1.562 -0.435 -1.828
H -1.328 -1.678 0.845

No. 3
53
Properties=species:S:1:pos:R:3 method="wB97M-V/def2-TZVPD" total_charge=-2 e_homo_ev=-2.6 orbital_gap_ev=5.6976
Ag 1.272 0.576 0.716
B 4.398 -0.598 1.489
H 3.582 -0.401 2.166
H 5.114 -1.216 2.009
H 4.004 -1.055 0.594
H 4.825 0.353 1.211
B 1.150 2.980 -2.247
H 0.716 3.963 -2.155
H 1.333 2.907 -3.308
H 2.065 2.881 -1.685
H 0.396 2.263 -1.961
C 4.400 4.357 2.584
F 3.713 5.505 2.761
F 5.075 4.035 3.686
F 3.496 3.427 2.198
S 5.720 4.713 1.255
O 4.933 4.836 -0.001
O 6.378 5.992 1.635
O 6.521 3.528 1.153
C 1.428 -3.403 -4.422
C 0.259 -2.935 -3.628
C -0.929 -3.953 -3.524
O -0.437 -5.343 -3.486
C -1.512 -6.137 -2.987
N 0.738 -2.651 -2.326
H 2.229 -2.666 -4.362
H 1.275 -3.550 -5.491
H 1.727 -4.407 -4.122
H -0.077 -1.947 -3.944
H -1.589 -3.707 -4.356
H -1.461 -3.653 -2.621
H -1.578 -5.840 -1.941
H -1.362 -7.213 -3.076
H -2.439 -5.812 -3.461
H 0.798 -3.535 -1.841
H 1.700 -2.354 -2.413
C -2.667 0.024 3.928
C -3.182 0.802 2.747
C -4.451 1.598 3.145
O -5.054 2.302 2.031
C -6.178 1.648 1.369
N -2.125 1.735 2.338
H -2.379 0.739 4.698
H -1.783 -0.546 3.640
H -3.378 -0.657 4.395
H -3.371 0.067 1.965
H -4.366 2.365 3.914
H -5.199 0.897 3.517
H -7.171 1.837 1.776
H -5.823 0.627 1.227
H -6.348 1.958 0.338
H -1.788 2.263 3.130
H -2.597 2.404 1.746

For each record above, in turn, the calculated electronic energy values are -5963.421811, -288.540066, -1740.742161 Eh.